Record 1
Formula: C4H6O2
Source: the OMol25 dataset
Level of theory: wB97M-V/def2-TZVPD

## Properties
**HOMO-LUMO gap**: 8.50 eV
**E**: -8335.091 eV
**Lowest unoccupied orbital energy**: -0.0342 eV

```
12
Properties=species:S:1:pos:R:3:lowdin_charge:R:1
C -1.60036 -0.46104 -0.26894 0.027
C 0.11085 -0.32999 1.04184 -0.070
O 1.10883 -0.99505 0.36890 -0.098
C 1.69368 0.19476 -0.21470 -0.062
C 0.54239 0.98590 0.42676 -0.392
O 0.17868 2.12783 0.41979 0.110
H -1.96430 0.56447 -0.29005 0.060
H -1.00731 -0.73675 -1.13794 0.064
H -2.40565 -1.18306 -0.10126 0.063
H -1.04941 -0.71388 0.89829 0.042
H 1.69306 0.16054 -1.30964 0.129
H 2.69953 0.38627 0.16693 0.126
```

***

Record 2
Formula: C24H26BrN3O4
Source: the OMol25 dataset
Level of theory: wB97M-V/def2-TZVPD

## Properties
**HOMO-LUMO gap**: 8.01 eV
**E**: -108013.195 eV
**Lowest unoccupied orbital energy**: -0.2218 eV
**Structure (SMILES)**: O=C(CN1C(=O)/C(=C\c2cccc(Br)c2)Oc2ccccc21)NCCCN1CCOCC1

```
58
Properties=species:S:1:pos:R:3:lowdin_charge:R:1
O 2.21132 3.52605 0.69922 0.060
C 1.35251 2.84143 0.18193 -0.465
C 1.33969 2.54402 -1.32992 -0.025
N 1.87672 1.22163 -1.59544 0.053
C 0.99544 0.17960 -1.62005 -0.324
O -0.17565 0.35150 -1.30326 0.044
C 1.52502 -1.13573 -2.03058 -0.122
C 0.80191 -2.27305 -2.07504 0.061
C -0.62817 -2.45780 -1.87186 -0.218
C -1.06586 -3.50777 -1.06292 -0.033
C -2.41467 -3.72700 -0.85606 -0.082
C -3.35823 -2.91487 -1.46151 -0.139
C -2.91875 -1.89201 -2.28433 -0.673
Br -4.20180 -0.77099 -3.13473 0.738
C -1.57647 -1.65912 -2.50738 -0.091
O 2.85279 -1.26794 -2.34299 0.075
C 3.70882 -0.23408 -2.11852 -0.181
C 5.06449 -0.47395 -2.29756 0.001
C 5.97757 0.53473 -2.05809 -0.083
C 5.53884 1.77229 -1.61600 -0.077
C 4.18963 2.02094 -1.44152 -0.001
C 3.25638 1.02668 -1.71802 -0.114
N 0.33610 2.25612 0.82506 0.088
C 0.18819 2.25895 2.26034 -0.169
C 0.51347 0.89090 2.86880 -0.150
C -0.31176 -0.22944 2.22367 -0.201
N -1.71349 0.13312 2.11760 -0.176
C -2.40285 -0.58037 1.05570 -0.159
C -3.82596 -0.03783 0.93833 -0.186
O -4.53326 -0.18441 2.14806 -0.127
C -3.86404 0.48282 3.18998 -0.197
C -2.43770 -0.03969 3.36444 -0.163
H 1.93535 3.28591 -1.86182 0.134
H 0.31120 2.56019 -1.69886 0.135
H 1.36529 -3.17540 -2.27957 0.136
H -0.33623 -4.14200 -0.58152 0.115
H -2.73948 -4.53651 -0.21985 0.109
H -4.41311 -3.07725 -1.30410 0.104
H -1.26576 -0.86773 -3.16970 0.112
H 5.37358 -1.45536 -2.61901 0.121
H 7.03029 0.34837 -2.20043 0.104
H 6.25038 2.55318 -1.39913 0.106
H 3.87276 2.97610 -1.05762 0.101
H -0.29819 1.65943 0.30832 0.111
H 0.86476 3.01853 2.65774 0.119
H -0.84472 2.52172 2.49905 0.116
H 0.32037 0.93809 3.94089 0.102
H 1.57264 0.66744 2.72873 0.115
H -0.17027 -1.16335 2.79525 0.125
H 0.05843 -0.41087 1.21188 0.104
H -1.87206 -0.41998 0.11625 0.100
H -2.44524 -1.66614 1.25737 0.129
H -4.39115 -0.58883 0.18598 0.106
H -3.78441 1.02471 0.65658 0.131
H -4.45176 0.31089 4.09351 0.125
H -3.82691 1.56247 2.97761 0.125
H -1.94009 0.52567 4.15391 0.120
H -2.47589 -1.10405 3.66118 0.131
```

***

Record 3
Formula: C24H32BN14Sn
Source: the OMol25 dataset
Level of theory: wB97M-V/def2-TZVPD

## Properties
**HOMO-LUMO gap (alpha / beta)**: 6.80 / 4.64 eV
**E**: -52739.764 eV
**Lowest unoccupied orbital energy (alpha / beta)**: -11.9881 / -13.2028 eV
**2S+1**: 2
**Net charge**: +4

```
72
Properties=species:S:1:pos:R:3:lowdin_charge:R:1
Sn -0.08886 -1.14549 -0.07201 1.271
C -3.28667 1.12491 -2.04609 0.001
C -2.15595 0.99263 -1.25420 -0.114
N -1.87041 -0.30045 -1.07631 -0.148
N -2.80285 -1.02376 -1.76003 0.036
C -3.66289 -0.16891 -2.34513 -0.013
B -2.66859 -2.56012 -1.63943 -0.622
N -1.32408 -3.00596 -2.26262 0.024
C -1.05728 -3.87960 -3.25396 -0.015
C 0.30158 -3.91290 -3.47734 0.009
C 0.82722 -3.00681 -2.56604 -0.092
N -0.15329 -2.45651 -1.84609 -0.146
N -2.68877 -2.91849 -0.12996 0.020
C -3.64414 -3.43568 0.66774 -0.027
C -3.16877 -3.50411 1.95999 0.008
C -1.88788 -2.97124 1.88818 -0.101
N -1.60501 -2.61593 0.63336 -0.132
N -3.79615 -3.35329 -2.37342 0.073
C -4.17345 -4.58769 -2.20900 0.029
C -5.14101 -4.89482 -3.23880 0.171
C -5.22971 -3.68501 -3.99201 -0.033
N -4.44103 -2.77807 -3.50761 0.178
H -3.77512 2.02875 -2.36433 0.122
H -1.52917 1.74550 -0.79934 0.099
H -4.48169 -0.52342 -2.94369 0.120
H -1.83787 -4.41529 -3.76695 0.135
H 0.83179 -4.50266 -4.20429 0.128
H 1.85373 -2.71801 -2.40360 0.128
H -4.61529 -3.71019 0.29074 0.137
H -3.68501 -3.88159 2.82514 0.126
H -1.15066 -2.82713 2.66246 0.106
H -3.78650 -5.23447 -1.43487 0.163
H -5.64521 -5.83691 -3.39860 0.147
H -5.84282 -3.48473 -4.85850 0.151
N 2.56843 -2.51702 5.72814 0.153
C 1.34498 -2.14792 6.11927 0.028
C 0.68030 -1.75181 4.94529 -0.081
N 1.47171 -1.87528 3.88530 0.144
C 2.64514 -2.35239 4.35865 -0.223
C 3.76645 -2.64661 3.57114 -0.215
N 3.81642 -2.49428 2.23121 0.153
C 5.02817 -2.87342 1.86250 -0.048
C 5.78544 -3.28372 2.98583 0.046
N 4.97686 -3.13240 4.03721 0.156
H 3.28294 -2.85429 6.35688 0.182
H 1.02436 -2.17800 7.14840 0.152
H -0.32686 -1.37180 4.88338 0.120
H 5.36277 -2.85852 0.83782 0.129
H 6.79578 -3.65261 3.06996 0.155
H 5.23918 -3.35437 4.98682 0.182
C 2.64464 7.57186 -1.36438 -0.020
C 1.29507 6.88303 -1.60860 -0.145
N 1.03401 5.82864 -0.62746 0.040
C 0.84671 6.27616 0.75985 -0.156
C 2.05440 5.95438 1.64542 -0.029
C 0.99199 4.49323 -0.98438 -0.350
C 1.35197 4.10501 -2.38546 0.002
N 0.64581 3.57026 -0.13745 0.238
H 2.78484 8.30029 -2.16137 0.106
H 3.46636 6.85786 -1.40329 0.094
H 2.66745 8.10654 -0.41720 0.085
H 1.24909 6.46519 -2.60641 0.114
H 0.48296 7.60604 -1.49198 0.155
H -0.06970 5.82808 1.14787 0.135
H 0.68322 7.34995 0.71532 0.138
H 2.27534 4.88802 1.66693 0.077
H 1.82594 6.28284 2.65809 0.103
H 2.94117 6.48632 1.30876 0.083
H 2.33535 4.48395 -2.66445 0.105
H 0.62495 4.48210 -3.10553 0.104
H 1.36513 3.02123 -2.43721 0.087
H 0.42310 3.95089 0.78178 0.063
```

***

Record 4
Formula: C6H10N2O2
Source: the OMol25 dataset
Level of theory: wB97M-V/def2-TZVPD

## Properties
**HOMO-LUMO gap**: 8.90 eV
**E**: -13458.289 eV
**Lowest unoccupied orbital energy**: 0.0791 eV

```
20
Properties=species:S:1:pos:R:3:lowdin_charge:R:1
C -0.08596 -1.43108 0.35713 -0.219
C -2.11571 0.07562 -0.49799 -0.021
C 0.42387 -1.69009 1.77034 -0.066
C 1.33248 1.41326 -1.35333 -0.565
C -0.89951 0.10899 0.40357 -0.495
N 1.08877 2.57569 -0.70421 0.198
C 0.89483 -0.85317 -0.56507 -0.028
N 0.57513 0.37102 -0.77557 0.122
O 2.03221 1.27306 -2.32898 0.082
O -0.84301 0.83060 1.38304 0.004
H -0.62039 -2.28696 -0.06011 0.134
H 1.54144 3.41020 -1.03558 0.116
H 0.48583 2.59172 0.10490 0.102
H 1.81126 -1.31714 -0.93314 0.148
H -1.84447 -0.27161 -1.49427 0.079
H -2.55549 1.06830 -0.56426 0.081
H -2.85360 -0.60920 -0.07473 0.088
H 1.15282 -2.50481 1.77635 0.077
H -0.41470 -1.95215 2.41164 0.085
H 0.89419 -0.80227 2.18028 0.079
```